# C8H10ClPt

A molecular structure, C8H10ClPt (wB97M-V/def2-TZVPD, the Open Molecules 2025 dataset).

The calculated total energy is -888.96304 hartree. The charge is +3. As for the molar mass: 336.70 g/mol. The LUMO energy comes out at -16.65 eV.

The geometry in XYZ format:
```
20
Properties=species:S:1:pos:R:3:lowdin_charge:R:1
Pt 0.4313 0.6769 0.9949 1.249
C -0.4099 -0.2122 -2.4041 0.053
C -0.1843 -0.5573 -0.9881 -0.217
C -1.2199 -0.3294 0.0398 -0.008
C -1.1967 -0.9343 1.3816 -0.003
C -0.0437 -1.5801 1.7847 0.004
C 1.0924 -1.5045 0.9117 -0.003
C 1.0261 -1.0227 -0.4479 -0.013
H -0.7399 -1.1487 -2.8899 0.167
H 0.5044 0.0750 -2.9252 0.133
H -1.2115 0.5076 -2.5667 0.126
H -2.0925 0.2527 -0.2541 0.172
H -2.0369 -0.7939 2.0582 0.173
H 0.0621 -1.9770 2.7915 0.174
H 2.0685 -1.8056 1.2944 0.177
H 1.9275 -1.0421 -1.0558 0.175
Cl -0.2080 2.7064 1.9282 0.884
C 0.6034 2.6955 0.3917 -0.407
H 1.6356 3.0492 0.4275 0.084
H -0.0079 2.9444 -0.4725 0.078
```

***

# C8H10F12NaO14S4

A molecular structure, C8H10F12NaO14S4 (wB97M-V/def2-TZVPD, the Open Molecules 2025 dataset).

The calculated total energy is -4317.84029 hartree. The charge is -3. As for the molar mass: 709.39 g/mol. The LUMO energy comes out at 5.53 eV.

The geometry in XYZ format:
```
49
Properties=species:S:1:pos:R:3:lowdin_charge:R:1
Na -15.5965 -10.2119 7.3804 0.378
C -12.0532 -10.6875 3.7855 -0.640
F -11.7850 -11.7267 4.5982 0.083
F -11.2053 -9.6958 4.1362 0.097
F -11.6796 -11.0812 2.5459 0.078
S -13.8365 -10.1816 3.8435 0.447
O -13.8371 -9.0219 2.9997 -0.294
O -14.4457 -11.3853 3.3147 -0.326
O -14.0356 -9.9580 5.2552 -0.281
C -11.7834 -7.6316 8.0745 -0.634
F -11.6420 -8.8659 7.5915 0.106
F -11.2455 -7.6533 9.3128 0.082
F -10.9654 -6.8427 7.3353 0.078
S -13.5598 -7.0253 8.0414 0.456
O -13.6469 -6.3816 6.7668 -0.297
O -14.2738 -8.2716 8.1953 -0.311
O -13.5862 -6.1606 9.2042 -0.335
C -18.8879 -9.5483 10.7695 -0.644
F -19.2588 -8.5891 9.9184 0.119
F -19.3921 -9.2261 11.9940 0.071
F -19.4994 -10.6953 10.3993 0.093
S -17.0516 -9.7394 10.8434 0.449
O -16.6075 -8.4097 11.1218 -0.287
O -16.8738 -10.6977 11.9115 -0.335
O -16.7801 -10.2609 9.5154 -0.316
C -19.4216 -8.5609 5.6609 -0.647
F -19.4735 -8.4653 6.9897 0.120
F -20.4374 -9.3833 5.2814 0.076
F -19.7030 -7.3464 5.1411 0.094
S -17.7909 -9.2001 5.0919 0.453
O -17.6745 -10.4997 5.7502 -0.330
O -17.8613 -9.2431 3.6486 -0.317
O -16.8494 -8.2383 5.6203 -0.290
C -14.5676 -13.2372 6.0713 -0.080
O -14.2546 -12.4401 7.1901 -0.204
C -12.8935 -12.2864 7.4828 -0.206
C -12.6967 -11.6440 8.8364 -0.206
O -12.8903 -12.4789 9.9484 -0.169
C -14.2474 -12.6584 10.2759 -0.104
H -14.1154 -12.8323 5.1641 0.064
H -15.6506 -13.1805 5.9605 0.098
H -14.2894 -14.2842 6.2572 0.083
H -12.4037 -11.6352 6.7478 0.109
H -12.3516 -13.2484 7.4615 0.131
H -13.2793 -10.7093 8.9092 0.125
H -11.6803 -11.2290 8.8443 0.124
H -14.3505 -12.9941 11.3133 0.082
H -14.7347 -13.4093 9.6401 0.086
H -14.8371 -11.7368 10.2246 0.068
```

***

# C8H10F2N

A gas-phase ion, C8H10F2N (charge +1) (wB97M-V/def2-TZVPD, the Open Molecules 2025 dataset).

The calculated total energy is -565.02983 hartree. The charge is +1. The SMILES is CC[C@@H](F)c1cc(F)cc[nH+]1. As for the molar mass: 158.17 g/mol. The LUMO energy comes out at -5.04 eV.

The geometry in XYZ format:
```
21
Properties=species:S:1:pos:R:3:lowdin_charge:R:1
C -1.2805 -2.9184 -0.7356 -0.086
C -0.0048 -1.9644 -0.7062 -0.185
C -0.2844 -0.4979 -1.2139 -0.228
F -1.6082 -0.3105 -1.6916 -0.012
C 0.1071 0.6169 -0.1590 -0.068
C 0.0220 0.4073 1.2882 0.126
C 0.4483 1.4881 2.2091 -0.145
F 0.3966 1.2532 3.5304 0.124
C 0.9338 2.7447 1.6002 0.083
C 0.9488 2.8478 0.1453 0.012
N 0.5568 1.8221 -0.6879 0.125
H -1.6687 -2.9253 -1.7889 0.086
H -0.9009 -3.9415 -0.4435 0.091
H -2.0548 -2.5723 0.0002 0.083
H 0.4329 -2.0340 0.3225 0.100
H 0.7572 -2.4288 -1.4005 0.124
H 0.3771 -0.3314 -2.1182 0.155
H -0.3596 -0.5804 1.6297 0.137
H 1.2755 3.5823 2.2486 0.138
H 1.3170 3.7882 -0.3237 0.152
H 0.5888 1.9544 -1.7053 0.187
```

***

# C8H10F2O

A single C8H10F2O molecule (wB97M-V/def2-TZVPD, the Open Molecules 2025 dataset).

The calculated total energy is -585.65824 hartree. The SMILES is C#C[C@@H](O)C(F)(F)/C=C/CC. As for the molar mass: 160.16 g/mol. The LUMO energy comes out at 0.81 eV.

The geometry in XYZ format:
```
21
Properties=species:S:1:pos:R:3:lowdin_charge:R:1
C 2.0301 0.7394 1.3846 0.110
C 1.1639 1.3806 0.8023 -0.069
C -0.0164 -0.9831 -0.9088 -0.055
C -0.9147 0.0138 -0.9745 0.003
C -0.1886 -2.2575 1.0636 -0.125
C -0.5262 -2.3367 -0.3684 -0.234
C 0.0664 2.2233 0.2641 -0.280
C -0.5769 1.4971 -1.1576 -0.491
O 0.4407 3.5117 -0.0491 0.033
F 0.3156 1.8425 -2.1028 0.108
F -1.7069 2.1358 -1.2553 0.121
H 2.6960 -0.0699 1.6261 0.036
H 1.0160 -0.9708 -1.2155 0.119
H -1.7848 -0.0560 -0.4404 0.093
H 0.5381 -1.5434 1.4499 0.054
H -1.0753 -2.0224 1.6180 0.072
H 0.1665 -3.2457 1.4431 0.088
H -1.5537 -2.4114 -0.5478 0.091
H 0.0224 -3.1673 -0.7495 0.098
H -0.7440 2.1505 1.0648 0.171
H 0.6315 3.5696 -0.9467 0.059
```

***

# C8H10F3NO2

2 unconnected molecules or ions with the total composition C8H10F3NO2 (wB97M-V/def2-TZVPD, the Open Molecules 2025 dataset).

The calculated total energy is -815.57886 hartree. The SMILES is CN1C=CCC(O)=C1.O=CC(F)(F)F. As for the molar mass: 209.17 g/mol. The LUMO energy comes out at 0.56 eV.

The geometry in XYZ format:
```
24
Properties=species:S:1:pos:R:3:lowdin_charge:R:1
C 0.5425 -0.5663 1.7948 -0.076
C 0.5470 0.7189 1.2985 -0.131
C 0.3123 -1.3319 -0.5851 -0.323
C 0.5032 -1.7357 0.8729 -0.162
C 0.2431 -0.0147 -0.9087 -0.068
C -0.0147 2.2918 -0.4401 -0.040
C -2.2972 -1.2377 -0.0365 -0.168
C -2.8876 0.1799 -0.0890 -0.591
N 0.4807 0.9677 -0.0166 -0.163
O 0.2803 -2.2257 -1.6302 -0.004
O -2.3864 -1.9003 0.9572 0.096
F -4.2102 0.1590 0.1601 0.151
F -2.3829 1.0899 0.7124 0.168
F -2.7123 0.7262 -1.3108 0.116
H 0.5928 -0.7462 2.8998 0.118
H 0.6234 1.5406 2.0985 0.151
H 1.4176 -2.2824 1.1145 0.107
H -0.1827 -2.4899 1.2942 0.105
H 0.0916 0.2446 -1.9756 0.156
H -0.6293 2.1788 -1.3689 0.090
H -0.5893 2.6746 0.3136 0.038
H 0.8242 3.0350 -0.7508 0.118
H -2.0797 -1.7071 -1.0622 0.156
H 0.9427 -2.9924 -1.6220 0.154
```

***

# C8H10F6N3NaO13

A molecular structure, C8H10F6N3NaO13 (wB97M-V/def2-TZVPD, the Open Molecules 2025 dataset).

The calculated total energy is -2214.53452 hartree. The charge is -2. As for the molar mass: 493.15 g/mol. The LUMO energy comes out at 3.55 eV.

The geometry in XYZ format:
```
41
Properties=species:S:1:pos:R:3:lowdin_charge:R:1
Na 7.2867 12.3843 -17.3962 0.503
N 7.5378 15.3588 -19.1915 -0.601
O 6.7714 14.4967 -18.6665 -0.139
O 8.2020 15.0863 -20.1966 -0.017
O 7.6360 16.4935 -18.6734 -0.075
N 9.1259 10.7664 -19.5913 -0.622
O 8.2990 11.6074 -20.0216 -0.074
O 8.9890 10.2771 -18.4550 -0.086
O 10.1222 10.4810 -20.2914 -0.074
N 10.5129 14.0700 -17.0087 -0.619
O 9.4617 13.4032 -16.7531 -0.125
O 10.8986 14.9278 -16.1975 -0.086
O 11.1171 13.8355 -18.0589 -0.031
C 3.9205 13.2132 -15.5128 -0.031
C 3.4817 14.6886 -15.6931 -0.172
O 2.0904 14.8236 -16.0213 0.040
C 1.2532 15.0885 -15.0334 -0.399
O 1.5022 15.0854 -13.8646 0.163
C -0.1736 15.3660 -15.5710 -0.551
F -0.3505 14.7396 -16.7487 0.151
F -1.0868 14.9179 -14.7241 0.174
F -0.3435 16.6717 -15.7854 0.169
H 3.2531 12.6142 -16.1332 0.073
H 3.8955 12.9071 -14.4731 0.079
H 4.8891 13.1700 -16.0008 0.065
H 4.0779 15.1450 -16.4815 0.130
H 3.7915 15.2410 -14.8059 0.124
C 4.7230 13.2336 -20.4835 -0.033
C 3.6480 12.7390 -19.5257 -0.145
O 3.5653 11.2796 -19.4151 0.044
C 4.3144 10.6763 -18.5383 -0.389
O 5.1099 11.1890 -17.7981 0.139
C 4.2993 9.1375 -18.7111 -0.538
F 5.4818 8.7297 -19.1648 0.187
F 4.0959 8.5151 -17.5474 0.162
F 3.3941 8.7475 -19.6196 0.151
H 4.3459 13.4339 -21.4872 0.073
H 5.5471 12.5270 -20.5609 0.090
H 5.0130 14.1962 -20.0651 0.068
H 2.6570 13.0377 -19.8641 0.119
H 3.7681 13.0487 -18.4889 0.101
```

***

# C8H10FNO2

A single C8H10FNO2 molecule (wB97M-V/def2-TZVPD, the Open Molecules 2025 dataset).

The calculated total energy is -615.91383 hartree. The SMILES is N[C@@]1(CC(=O)O)CC=CC=C1F. As for the molar mass: 171.17 g/mol. The LUMO energy comes out at 0.59 eV.

The geometry in XYZ format:
```
22
Properties=species:S:1:pos:R:3:lowdin_charge:R:1
O 0.7288 2.3720 1.2165 0.100
F 1.1246 -1.5163 -1.8641 0.059
O 2.4332 1.2949 0.1681 0.118
C 1.1427 1.6996 0.2946 -0.488
C 0.3931 -1.2833 1.7501 -0.096
C 0.9927 -1.6896 0.4954 0.004
C -0.7154 -0.5123 1.7749 -0.083
C 0.5710 -1.1071 -0.6932 -0.198
N -1.2840 -0.1677 -1.9086 0.060
C 0.1527 1.3726 -0.8240 -0.046
C -1.4369 -0.1143 0.5223 -0.106
C -0.4839 -0.0064 -0.6971 -0.469
H 2.4700 0.7601 -0.6414 0.110
H 0.9429 -1.4521 2.6869 0.113
H 1.7894 -2.4009 0.4891 0.105
H -1.0441 -0.1603 2.7463 0.107
H -1.5871 -1.1322 -2.0366 0.092
H -2.1009 0.4689 -1.8928 0.102
H 0.6732 1.4230 -1.8111 0.145
H -0.6137 2.1187 -0.8167 0.122
H -1.9273 0.8543 0.7338 0.134
H -2.2210 -0.8216 0.3076 0.116
```

***

# C8H10FNO2S

A single C8H10FNO2S molecule (wB97M-V/def2-TZVPD, the Open Molecules 2025 dataset).

The calculated total energy is -1014.05751 hartree. The SMILES is CNS(=O)(=O)[C@@H](F)c1ccccc1. As for the molar mass: 203.24 g/mol. The LUMO energy comes out at 0.58 eV.

The geometry in XYZ format:
```
23
Properties=species:S:1:pos:R:3:lowdin_charge:R:1
C -2.2777 0.9881 2.7455 -0.110
C -1.0339 0.7285 3.0026 -0.110
C -2.6254 1.0553 1.3719 -0.038
C -0.0156 0.5419 2.0112 0.013
C -1.6494 0.9270 0.3681 -0.024
C -0.3043 0.6959 0.6722 -0.233
C 2.3925 -0.7695 -2.6562 -0.105
C 0.5468 0.4788 -0.4742 -0.288
N 1.1687 -1.6113 -2.3664 -0.176
O -0.6633 -1.9797 -0.6503 -0.269
O 1.6769 -1.9121 -0.0344 -0.280
F 0.0629 1.2051 -1.5449 0.002
S 0.6275 -1.4184 -0.8521 0.610
H -3.0799 1.2832 3.5169 0.141
H -0.6988 0.6845 3.9989 0.094
H -3.6661 1.0358 1.0196 0.108
H 0.9693 0.3197 2.3781 0.114
H -1.9173 0.6856 -0.5790 0.082
H 3.1250 -0.7546 -1.8754 0.074
H 2.9423 -1.3378 -3.4465 0.096
H 2.2237 0.1802 -3.0868 0.062
H 1.5717 0.6534 -0.2960 0.117
H 0.6245 -1.6796 -3.2229 0.121
```

***

# C8H10FO4P

A single C8H10FO4P molecule (wB97M-V/def2-TZVPD, the Open Molecules 2025 dataset).

The calculated total energy is -1052.96651 hartree. The SMILES is CC[C@@]12OC(=O)C(=O)O[C@]1(CC)P2F. As for the molar mass: 220.14 g/mol. The LUMO energy comes out at -0.18 eV.

The geometry in XYZ format:
```
24
Properties=species:S:1:pos:R:3:lowdin_charge:R:1
C -2.6932 0.9441 0.5346 -0.390
C -2.8225 -0.5393 0.6814 -0.362
C -0.3834 0.7494 -0.0277 -0.484
C -0.5066 -0.7787 -0.0302 -0.417
C 1.5701 2.2416 -0.5885 -0.068
C 1.7764 -2.0722 -0.3560 -0.149
C 0.8861 1.3494 0.4750 -0.183
C 0.6779 -1.6889 0.6031 -0.194
O -3.7391 1.5257 0.7205 0.176
O -3.9047 -1.0377 0.8830 0.180
O -1.5326 1.5426 0.2941 0.106
O -1.7339 -1.3306 0.4811 0.064
F -1.9163 0.0002 -2.0359 -0.286
P -0.3034 -0.0174 -1.7037 1.152
H 2.6227 2.3232 -0.3509 0.075
H 1.1019 3.2129 -0.5844 0.078
H 1.4440 1.7746 -1.5611 0.023
H 2.7440 -2.6825 0.0869 0.138
H 2.1473 -1.2775 -1.0254 0.044
H 1.3042 -2.7573 -1.0853 0.074
H 0.5965 1.7899 1.4120 0.133
H 1.5340 0.6342 0.7686 0.057
H 0.9776 -1.2954 1.6303 0.136
H 0.1531 -2.6103 0.7786 0.097
```

***

# C8H10GaN2S

A molecular structure, C8H10GaN2S (wB97M-V/def2-TZVPD, the Open Molecules 2025 dataset).

The calculated total energy is -2743.32954 hartree. The charge is -1. As for the molar mass: 235.97 g/mol. The LUMO energy comes out at 3.12 eV.

The geometry in XYZ format:
```
22
Properties=species:S:1:pos:R:3:lowdin_charge:R:1
C 1.2432 -1.7814 -0.7111 -0.170
C -0.0087 -2.2924 -0.2750 -0.198
C -0.1473 -2.0343 1.1153 -0.203
C 1.0291 -1.3231 1.5542 -0.224
C 1.8958 -1.1781 0.4021 -0.195
Ga 0.0239 0.3935 0.4465 0.452
N 0.3847 1.2307 -1.2984 -0.131
C -1.0475 1.4226 -1.6462 -0.429
C -1.6229 0.1652 -0.9400 -0.201
H -0.9475 -2.3850 1.7586 0.088
H -0.7406 -2.7998 -0.8938 0.087
H 1.3078 -1.1379 2.5888 0.095
H 2.9225 -0.8267 0.4356 0.091
H 1.6383 -1.8543 -1.7197 0.090
H -1.7823 -0.6082 -1.7168 0.036
H -1.1854 1.3957 -2.7428 0.072
H 0.8870 2.1072 -1.3297 -0.003
H -2.5664 0.3262 -0.4035 0.009
H -1.5800 2.3074 -1.2173 0.079
S 0.2896 4.2591 2.7845 0.553
C 0.0883 2.8548 2.1245 -0.949
N -0.0815 1.7588 1.6842 0.051
```